C23H41CeN2P3S as an isolated structure. Source: the OMol25 dataset; level of theory: ωB97M-V/def2-TZVPD.

Its electronic energy is -2906.83786 hartree. The calculation puts the HOMO energy (alpha / beta) at -0.59841 / -0.59842 hartree. As for the net charge: +3. Its multiplicity is 2. As for the lowest unoccupied orbital energy (alpha / beta): -9.93 / -9.83 eV.

Element x y z (Å)
Ce -0.58 0.74 -0.43
P -0.53 -1.70 -1.90
P 0.07 -1.06 1.70
P 2.74 0.26 -0.63
H -0.43 5.61 -3.03
C 0.32 4.80 -3.21
C 0.12 3.68 -3.94
H -0.83 3.19 -4.15
C -2.24 -2.02 -2.36
C 0.01 -3.32 -1.28
C 0.32 -1.55 -3.52
C 0.24 0.03 3.21
C -1.52 -1.95 2.08
C 1.31 -2.37 2.10
C 4.04 1.05 -1.71
C 3.24 -1.48 -0.72
C 3.42 0.94 0.95
H 1.33 5.00 -2.81
H 1.00 3.28 -4.45
H -2.59 -1.22 -3.03
H -2.91 -2.04 -1.49
H -2.27 -2.98 -2.88
H -0.41 -3.48 -0.28
H 1.10 -3.37 -1.22
H -0.37 -4.09 -1.97
H 0.00 -0.63 -4.02
H 0.07 -2.41 -4.15
H 1.41 -1.51 -3.37
H 0.60 -0.59 4.05
H -0.72 0.49 3.49
H 0.97 0.83 3.03
H -1.29 -2.79 2.76
H -1.98 -2.36 1.16
H -2.24 -1.27 2.56
H 1.00 -2.85 3.06
H 2.31 -1.92 2.22
H 1.35 -3.16 1.32
H 5.03 0.90 -1.25
H 3.94 2.14 -1.84
H 4.04 0.62 -2.71
H 4.33 -1.69 -0.78
H 2.79 -1.90 -1.63
H 2.81 -2.05 0.10
H 4.49 1.22 0.84
H 3.31 0.26 1.80
H 2.87 1.87 1.19
C 0.27 3.76 -0.55
C 1.00 4.42 0.46
C 0.35 5.46 1.15
C -0.98 5.79 0.82
C -1.75 4.97 -0.02
C -1.10 3.98 -0.78
S 1.26 2.80 -1.72
H 2.46 2.96 -1.14
H 2.04 4.17 0.67
H 0.89 6.01 1.93
H -1.42 6.72 1.24
H -2.82 5.13 -0.15
H -1.64 3.45 -1.58
N -5.39 -2.45 0.17
C -5.01 -1.40 0.49
C -4.43 -0.17 0.97
C -4.49 0.07 2.35
C -3.73 1.10 2.88
C -2.81 1.76 2.06
N -2.61 1.37 0.77
C -3.51 0.52 0.18
H -5.06 -0.57 3.03
H -3.82 1.37 3.94
H -2.17 2.59 2.40
H -3.30 0.31 -0.89

These are the Mulliken partial charges, in e, on atoms 1 to 5: 0.29 0.94 1.01 0.65 0.32